A cluster of 3 separate species, C15H35Br2FNO6 in total, computed with wB97M-V/def2-TZVPD.

Properties
Orbital gap in eV: 6.6
LUMO energy in eV: -4.12

```
! wB97M-V def2-TZVPD RIJCOSX def2/J DEFGRID3
* xyz 1 1
C -0.93 4.49 -1.47
C -1.82 5.55 -2.11
Br -0.87 7.22 -2.24
C -3.12 5.68 -1.32
Br -4.15 7.29 -1.51
N -4.06 4.55 -1.76
F -4.15 3.55 -0.83
H -1.46 3.53 -1.36
H -0.04 4.31 -2.08
H -0.62 4.81 -0.48
H -2.06 5.28 -3.15
H -2.96 5.49 -0.26
H -3.73 4.09 -2.62
H -5.02 4.91 -1.89
C 3.48 -1.33 -2.03
O 2.20 -0.79 -2.31
C 1.99 -0.59 -3.69
C 0.52 -0.36 -3.96
O -0.26 -1.55 -4.02
C -0.53 -2.22 -2.81
C -1.63 -1.60 -1.98
O -1.13 -0.46 -1.30
C -2.14 0.36 -0.78
H 4.28 -0.67 -2.39
H 3.56 -1.43 -0.95
H 3.60 -2.31 -2.50
H 2.33 -1.46 -4.27
H 2.55 0.28 -4.03
H 0.42 0.08 -4.95
H 0.12 0.34 -3.21
H 0.37 -2.32 -2.20
H -0.86 -3.22 -3.10
H -2.01 -2.33 -1.26
H -2.46 -1.31 -2.64
H -2.77 0.76 -1.59
H -1.65 1.18 -0.26
H -2.79 -0.17 -0.08
C 1.89 -3.54 0.37
O 1.74 -2.64 1.43
C 0.52 -1.92 1.38
C 0.19 -1.36 2.75
O -0.34 -2.33 3.63
C 0.62 -3.11 4.33
C 1.14 -2.43 5.58
O 2.07 -1.42 5.24
C 2.40 -0.61 6.35
H 1.86 -3.03 -0.60
H 2.86 -4.02 0.48
H 1.11 -4.31 0.38
H -0.29 -2.58 1.05
H 0.60 -1.09 0.66
H -0.61 -0.62 2.61
H 1.06 -0.86 3.17
H 1.45 -3.38 3.68
H 0.10 -4.02 4.64
H 1.61 -3.18 6.22
H 0.30 -1.99 6.13
H 1.52 -0.10 6.74
H 3.12 0.13 6.01
H 2.85 -1.20 7.15
*
```

=====

A structure of composition C3H5F6HfNO4S2 at a distorted geometry, computed with wB97M-V/def2-TZVPD.

Properties
Orbital gap in eV: 9.9
LUMO energy in eV: -10.05

```
! wB97M-V def2-TZVPD RIJCOSX def2/J DEFGRID3
* xyz 2 1
Hf 0.53 0.05 -1.39
C 0.14 -0.06 -3.87
H 1.22 0.12 -3.94
H -0.06 -1.05 -4.32
H -0.37 0.73 -4.43
H -0.53 -0.02 -2.90
H -1.26 -0.07 -1.33
F 0.41 -3.74 1.87
C 0.59 -2.43 2.09
F 0.23 -2.14 3.36
F 1.89 -2.12 1.92
S -0.46 -1.44 0.83
O 0.11 -1.85 -0.54
O -1.86 -1.52 1.09
N 0.24 0.06 0.87
S -0.65 1.47 0.81
O -0.13 1.93 -0.55
O -2.06 1.37 1.04
C 0.32 2.50 2.10
F -0.11 2.14 3.34
F 1.64 2.25 2.02
F 0.15 3.83 1.95
*
```

=====

An isolated molecule of C7H14 at a distorted geometry, computed with wB97M-V/def2-TZVPD.

Properties
Energy relative to the best compared isomer or geometry (same formula, charge and spin) in eV: 2.394
Orbital gap in eV: 10.0
SMILES string: C=C(CC)CCC
LUMO energy in eV: 1.10

```
! wB97M-V def2-TZVPD RIJCOSX def2/J DEFGRID3
* xyz 0 1
C 1.60 0.73 -0.78
C 0.30 0.47 -0.44
C -0.70 1.52 -0.31
C -0.69 2.42 -1.63
C -0.13 -0.89 -0.08
C 0.29 -1.38 1.32
C -0.45 -2.65 1.74
H 2.18 -0.18 -0.79
H 1.93 1.83 -0.98
H -0.38 2.16 0.51
H -1.76 1.18 -0.24
H -1.51 3.13 -1.48
H 0.33 2.78 -1.71
H -0.96 1.72 -2.44
H 0.34 -1.76 -0.68
H -1.26 -1.00 -0.25
H 0.05 -0.53 1.99
H 1.37 -1.62 1.26
H 0.05 -3.55 1.10
H -1.48 -2.47 2.02
H -0.21 -2.95 2.81
*
```

=====

A structure of composition C4H5CoO5 at a distorted geometry, computed with wB97M-V/def2-TZVPD.

Properties
Energy relative to the best compared isomer or geometry (same formula, charge and spin) in eV: 0.000
Expectation value of S²: 8.757
Orbital gap (spin up / spin down) in eV: 8.6 / 10.1
LUMO energy (spin up / spin down) in eV: -3.11 / -5.75

```
! wB97M-V def2-TZVPD RIJCOSX def2/J DEFGRID3
* xyz 1 6
O -0.26 -1.90 -0.57
C -1.22 -1.60 -1.38
C 0.08 -0.46 0.29
O -1.60 -2.39 -2.25
O -1.68 -0.38 -1.29
C -0.81 0.48 -0.53
Co -0.83 -4.07 -2.21
H 1.13 -0.40 -0.01
H -0.38 -0.77 1.23
H -0.23 1.09 -1.23
H -1.45 1.11 0.09
O 1.89 2.91 2.40
C 1.89 1.78 1.59
O 0.78 1.21 1.66
H 2.70 3.39 2.21
*
```

=====

An isolated molecule of C22H30N4OS, computed with wB97M-V/def2-TZVPD.

Properties
Energy relative to the best compared isomer or geometry (same formula, charge and spin) in eV: 1.902
Orbital gap in eV: 8.6
SMILES string: Cc1cccc(C)c1NC(=S)N(CCCN1CCOCC1)Cc1cccnc1
LUMO energy in eV: 0.65

```
! wB97M-V def2-TZVPD RIJCOSX def2/J DEFGRID3
* xyz 0 1
C 3.29 1.37 -1.72
C 3.47 0.57 -0.46
C 4.31 -0.53 -0.44
C 4.54 -1.23 0.73
C 3.94 -0.83 1.91
C 3.08 0.27 1.92
C 2.46 0.73 3.20
C 2.83 0.94 0.72
N 1.95 2.06 0.75
C 0.92 2.31 -0.11
S 0.61 3.89 -0.52
N 0.17 1.28 -0.56
C -0.91 1.57 -1.48
C -2.17 2.12 -0.80
C -3.35 1.15 -0.84
N -3.07 -0.05 -0.06
C -3.44 0.06 1.35
C -4.94 -0.12 1.58
O -5.40 -1.34 1.05
C -5.13 -1.42 -0.34
C -3.62 -1.29 -0.60
C 0.07 0.02 0.16
C 0.85 -1.12 -0.41
C 1.11 -1.26 -1.77
C 1.83 -2.36 -2.21
C 2.25 -3.29 -1.28
N 1.99 -3.19 0.01
C 1.32 -2.13 0.43
H 2.32 1.18 -2.17
H 4.06 1.10 -2.44
H 3.36 2.43 -1.51
H 4.81 -0.83 -1.35
H 5.19 -2.09 0.73
H 4.13 -1.36 2.82
H 3.06 1.54 3.63
H 2.42 -0.08 3.93
H 1.46 1.12 3.04
H 2.35 2.91 1.12
H -0.53 2.30 -2.20
H -1.15 0.65 -2.01
H -2.47 3.05 -1.28
H -1.94 2.36 0.24
H -3.53 0.85 -1.88
H -4.25 1.67 -0.49
H -3.11 1.03 1.73
H -2.90 -0.73 1.89
H -5.16 -0.15 2.65
H -5.50 0.72 1.13
H -5.49 -2.40 -0.66
H -5.67 -0.63 -0.88
H -3.42 -1.35 -1.67
H -3.10 -2.12 -0.10
H -1.00 -0.25 0.16
H 0.37 0.18 1.20
H 0.76 -0.52 -2.48
H 2.05 -2.49 -3.26
H 2.82 -4.17 -1.58
H 1.13 -2.09 1.49
*
```

=====

A structure of composition C10H37GaIO8, computed with wB97M-V/def2-TZVPD.

Properties
Orbital gap in eV: 6.6
LUMO energy in eV: 2.10

```
! wB97M-V def2-TZVPD RIJCOSX def2/J DEFGRID3
* xyz -1 1
C 4.73 0.01 1.00
C 3.83 0.96 0.19
C 2.67 1.55 1.03
C 2.67 3.10 1.00
Ga 0.87 0.94 0.25
C -0.67 1.53 1.47
C -1.78 0.50 1.82
C -2.93 0.47 0.82
O -4.16 0.92 1.45
C 0.88 -1.06 -0.28
I -0.74 -1.31 -1.72
C 0.75 -2.12 0.83
C 1.26 -1.65 2.20
H 4.13 -0.54 1.72
H 5.27 -0.71 0.36
H 5.46 0.60 1.55
H 3.45 0.44 -0.70
H 4.46 1.77 -0.18
H 2.78 1.25 2.07
H 3.17 3.48 0.11
H 3.18 3.50 1.88
H 1.65 3.48 1.02
H 0.71 1.76 -1.10
H -0.26 1.94 2.40
H -1.17 2.37 0.98
H -2.25 0.81 2.76
H -1.40 -0.51 1.99
H -2.72 1.10 -0.05
H -3.09 -0.57 0.52
H -4.85 0.33 1.17
H 1.78 -1.23 -0.86
H -0.30 -2.40 0.91
H 1.28 -3.04 0.55
H 1.68 -2.51 2.72
H 0.45 -1.29 2.83
H 2.05 -0.91 2.13
O -2.93 -3.45 -3.52
H -2.80 -3.60 -4.46
H -2.14 -2.95 -3.24
O 0.45 0.01 -5.30
H 0.32 -0.15 -4.35
H 0.33 -0.85 -5.70
O 1.91 1.86 -3.24
H 1.29 2.56 -3.47
H 2.05 1.37 -4.06
O -7.41 1.23 0.73
H -7.31 1.09 -0.22
H -6.58 1.64 0.99
O -7.31 2.61 -1.70
H -7.84 3.03 -2.38
H -6.42 2.94 -1.86
O -1.48 -4.86 -0.59
H -2.04 -4.45 -1.26
H -0.63 -4.42 -0.70
O 4.98 -2.46 3.04
H 5.04 -2.12 3.93
H 5.68 -1.99 2.56
*
```

=====

Number 1: molecular weight 504.25 g/mol, E_tot -6346.1373 hartree. Number 2: molecular weight 475.69 g/mol, E_tot -1915.8109 hartree. Number 3: molecular weight 98.19 g/mol, E_tot -275.0283 hartree. Number 4: molecular weight 192.01 g/mol, E_tot -1913.9503 hartree. Number 5: molecular weight 398.58 g/mol, E_tot -1548.7687 hartree. Number 6: molecular weight 482.02 g/mol, E_tot -3227.5792 hartree.